Entry 1:
{"formula": "C23H32Cl12N4O2", "method": "ωB97M-V/def2-TZVPD", "largest_force_ev_per_a": 5.01, "homo_lumo_gap_ha": 0.287, "homo_ev": -7.92, "e_tot_ev": -184689.40626, "smiles": "ClC(Cl)(Cl)Cl.ClC(Cl)(Cl)Cl.ClC(Cl)(Cl)Cl.c1cc[nH]c1.c1cc[nH]c1.c1cc[nH]c1.c1cc[nH]c1.CCO.CCO", "species": ["Cl", "Cl", "Cl", "Cl", "Cl", "Cl", "Cl", "Cl", "Cl", "Cl", "Cl", "Cl", "O", "O", "N", "N", "N", "N", "C", "C", "C", "C", "C", "C", "C", "C", "C", "C", "C", "C", "C", "C", "C", "C", "C", "C", "C", "C", "C", "C", "C", "H", "H", "H", "H", "H", "H", "H", "H", "H", "H", "H", "H", "H", "H", "H", "H", "H", "H", "H", "H", "H", "H", "H", "H", "H", "H", "H", "H", "H", "H", "H", "H"], "positions_angstrom": [[-25.65, -8.59, -19.28], [-17.63, -11.28, -26.79], [-26.50, -7.65, -16.51], [-20.69, -8.94, -15.74], [-26.16, -10.37, -17.13], [-22.63, -9.03, -17.87], [-23.47, -9.17, -15.05], [-28.42, -8.89, -18.36], [-19.69, -9.09, -26.25], [-19.82, -11.73, -25.07], [-22.13, -11.38, -16.24], [-17.83, -9.77, -24.17], [-22.99, -9.21, -21.17], [-27.76, -11.09, -20.81], [-18.55, -7.72, -18.03], [-25.88, -7.51, -23.88], [-19.54, -10.94, -19.73], [-20.94, -3.90, -21.90], [-26.95, -6.72, -24.24], [-21.98, -5.75, -21.30], [-26.56, -11.85, -20.52], [-27.78, -6.72, -23.14], [-27.09, -7.40, -22.11], [-19.03, -7.76, -20.21], [-26.68, -8.84, -17.83], [-17.70, -7.94, -20.16], [-17.37, -7.68, -18.84], [-19.56, -7.62, -18.95], [-25.90, -7.83, -22.58], [-26.07, -12.77, -21.53], [-21.21, -4.76, -20.88], [-22.72, -9.90, -22.34], [-20.08, -12.89, -20.52], [-20.59, -11.74, -20.09], [-22.53, -5.30, -22.48], [-18.69, -12.93, -20.31], [-18.38, -11.65, -19.86], [-22.21, -9.63, -16.25], [-18.73, -10.51, -25.62], [-21.80, -4.16, -22.89], [-22.00, -8.94, -23.37], [-27.28, -6.44, -25.23], [-18.65, -7.53, -17.04], [-20.51, -4.70, -20.06], [-23.57, -10.27, -22.91], [-25.08, -8.36, -22.11], [-20.58, -7.40, -18.67], [-19.60, -10.01, -19.34], [-28.83, -6.45, -23.13], [-19.52, -7.81, -21.17], [-22.11, -10.79, -22.17], [-21.56, -11.27, -20.10], [-25.80, -11.07, -20.41], [-26.64, -12.29, -19.53], [-16.40, -7.61, -18.37], [-27.54, -10.58, -21.59], [-20.20, -3.21, -21.86], [-22.73, -8.23, -23.75], [-17.46, -11.17, -19.58], [-25.24, -7.97, -24.53], [-17.11, -8.19, -21.03], [-22.08, -6.71, -20.83], [-20.65, -13.67, -21.00], [-18.02, -13.71, -20.65], [-25.27, -13.34, -21.06], [-25.65, -12.19, -22.36], [-23.31, -5.85, -22.98], [-21.74, -9.45, -24.29], [-27.52, -7.57, -21.13], [-23.50, -9.74, -20.54], [-21.71, -3.50, -23.74], [-21.10, -8.62, -22.83], [-26.78, -13.52, -21.86]]}

Entry 2:
{"formula": "C23H32Cl2GeN2NaO6", "method": "ωB97M-V/def2-TZVPD", "total_charge": -1, "largest_force_ev_per_a": 1.82, "relative_energy_kj_mol": 0.00, "homo_lumo_gap_ha": 0.244, "homo_ev": -4.45, "e_tot_ev": -125618.29533, "species": ["Ge", "Cl", "Cl", "Na", "O", "O", "O", "O", "O", "O", "N", "N", "C", "C", "C", "C", "C", "C", "C", "C", "C", "C", "C", "C", "C", "C", "C", "C", "C", "C", "C", "C", "C", "C", "C", "H", "H", "H", "H", "H", "H", "H", "H", "H", "H", "H", "H", "H", "H", "H", "H", "H", "H", "H", "H", "H", "H", "H", "H", "H", "H", "H", "H", "H", "H", "H", "H"], "positions_angstrom": [[-0.41, -1.02, -1.86], [-3.63, 2.22, -1.16], [-3.60, 5.48, 3.12], [0.20, 0.09, 1.29], [2.06, 0.87, 4.60], [1.62, 0.90, 2.38], [-1.64, -2.05, 1.40], [0.77, -1.22, -0.40], [0.41, -3.44, -0.49], [-1.68, 0.58, 0.47], [1.02, -1.81, 2.48], [-1.33, 0.82, 3.17], [0.87, 1.60, -1.62], [-1.93, 3.21, 4.46], [0.50, -0.79, -5.44], [-1.03, 1.00, 4.43], [-0.03, -2.54, 3.19], [0.38, -2.16, -3.24], [0.86, -2.47, 0.08], [-2.20, 1.58, 1.06], [2.22, 1.16, -2.18], [-3.07, 2.51, 0.47], [-0.33, 0.88, -2.25], [-1.94, 1.83, 2.48], [1.63, -2.58, 1.39], [-1.27, 2.21, 5.11], [-3.49, 3.69, 1.11], [0.43, -0.96, -6.96], [-2.33, 3.03, 3.11], [-1.17, -3.02, 2.31], [-3.10, 3.97, 2.38], [-0.07, -1.99, -4.70], [3.38, 1.91, -1.55], [1.98, -1.20, 3.42], [1.88, 0.35, 3.49], [-0.32, 0.99, -3.33], [0.75, 2.68, -1.78], [0.80, -0.07, -7.48], [-1.84, -1.21, 1.84], [1.74, -3.64, 1.63], [-4.11, 4.38, 0.56], [-0.94, 2.32, 6.13], [0.15, -3.17, -2.89], [1.85, -1.60, 4.43], [3.00, -1.43, 3.12], [-0.43, -1.86, 3.94], [1.02, -1.82, -7.28], [0.87, 1.46, -0.54], [-1.17, -1.96, -4.75], [-1.27, 1.29, -1.88], [3.39, 1.78, -0.46], [3.30, 2.99, -1.75], [-0.60, -1.13, -7.28], [-2.16, 4.14, 4.96], [1.47, -2.06, -3.17], [-0.03, 0.12, -5.16], [-1.97, -3.38, 2.97], [-0.54, 0.19, 4.95], [0.22, -2.89, -5.25], [0.38, -3.42, 3.72], [-1.75, -1.57, -1.38], [4.34, 1.57, -1.94], [-0.85, -3.87, 1.70], [2.34, 0.08, -1.99], [2.22, 1.28, -3.26], [2.62, -2.16, 1.20], [1.54, -0.64, -5.14]]}

Entry 3:
{"formula": "C23H32F15NO11", "method": "ωB97M-V/def2-TZVPD", "largest_force_ev_per_a": 5.15, "relative_energy_kj_mol": 64.96, "homo_lumo_gap_ha": 0.347, "homo_ev": -9.09, "e_tot_ev": -89143.41219, "smiles": "CCOC(=O)C(F)(F)F.CCOC(=O)C(F)(F)F.CCOC(=O)C(F)(F)F.CCOC(=O)C(F)(F)F.CCOC(=O)C(F)(F)F.CN(C)C=O", "species": ["F", "F", "F", "F", "F", "F", "F", "F", "F", "F", "F", "F", "F", "F", "F", "O", "O", "O", "O", "O", "O", "O", "O", "O", "O", "O", "N", "C", "C", "C", "C", "C", "C", "C", "C", "C", "C", "C", "C", "C", "C", "C", "C", "C", "C", "C", "C", "C", "C", "C", "H", "H", "H", "H", "H", "H", "H", "H", "H", "H", "H", "H", "H", "H", "H", "H", "H", "H", "H", "H", "H", "H", "H", "H", "H", "H", "H", "H", "H", "H", "H", "H"], "positions_angstrom": [[-1.84, -2.62, -0.25], [0.05, -2.12, 1.25], [-0.27, -1.36, 3.17], [0.27, 8.07, 1.99], [1.48, 1.43, -4.18], [1.89, -0.65, -4.60], [-3.69, -1.80, 0.71], [1.52, -0.08, -2.55], [-1.37, 4.69, -2.58], [1.35, -2.77, 2.90], [1.87, 7.09, 0.81], [-0.17, 7.32, 0.05], [-2.60, 3.83, -4.08], [-3.39, -1.63, -1.47], [-0.51, 3.67, -4.23], [-4.97, -4.01, -0.58], [1.15, 1.29, 2.93], [-0.98, 5.25, 1.23], [-1.83, 2.28, -1.37], [4.36, 0.03, -4.56], [-0.78, -4.74, 2.37], [-2.91, -4.81, -0.77], [-2.19, -3.07, 3.20], [0.92, 5.20, 2.54], [-1.69, 1.22, -3.38], [3.97, 1.05, -2.46], [3.11, 1.54, 1.82], [-3.29, -6.18, -0.96], [3.18, 0.15, 1.40], [-2.46, 3.84, 2.47], [-1.91, 1.10, -0.65], [0.07, -2.48, 2.51], [-1.42, 3.94, 1.36], [-3.27, -3.97, 3.28], [2.14, 1.96, 2.65], [-3.13, -2.37, -0.40], [-2.46, -7.06, -0.06], [5.76, 0.06, -4.45], [3.58, 0.53, -3.50], [4.34, 2.34, 1.34], [-3.76, -3.78, -0.55], [6.43, -0.03, -5.85], [-3.48, -4.07, 4.82], [-1.66, 2.26, -2.74], [-1.51, 3.66, -3.41], [2.11, 0.25, -3.69], [0.15, 5.76, 1.72], [-0.65, 0.61, 0.07], [-0.99, -3.56, 2.70], [0.56, 7.10, 1.10], [-2.72, -8.11, -0.22], [5.98, -0.85, -3.90], [-1.40, -7.00, -0.30], [0.07, 1.43, 0.03], [-0.28, -0.35, -0.30], [-3.80, -3.04, 5.00], [4.09, -0.24, 1.85], [-2.52, -4.30, 5.29], [2.32, -0.40, 1.80], [-2.32, 0.32, -1.30], [-1.87, 3.73, 0.39], [-2.41, -6.75, 0.99], [6.24, 0.85, -3.87], [3.27, 0.05, 0.32], [-0.84, 0.48, 1.13], [4.35, 3.36, 1.70], [-2.70, 1.33, 0.07], [-2.18, 4.05, 3.51], [-3.33, 4.47, 2.30], [5.83, -0.70, -6.47], [-4.33, -4.74, 4.93], [4.35, 2.23, 0.25], [-4.34, -6.32, -0.73], [-3.14, -6.33, -2.03], [-4.20, -3.65, 2.80], [-0.67, 3.20, 1.62], [2.30, 3.00, 2.97], [7.37, -0.59, -5.79], [-3.09, -5.01, 3.00], [5.17, 1.71, 1.66], [6.55, 0.95, -6.31], [-2.85, 2.82, 2.50]]}